Record 1
Below is H3N2O2P in the gas phase at a distorted geometry, with properties calculated with the ωB97M-V functional and the def2-TZVPD basis.

Geometry as XYZ:
```
8
Properties=species:S:1:pos:R:3:forces:R:3
N -1.3737 0.1265 0.2699 0.404 0.039 -1.499
H -1.5092 1.1129 0.0819 1.031 -0.173 -1.262
O 2.3505 -0.4147 -0.3971 1.159 -1.430 -0.526
O 1.1193 1.2416 0.0927 -0.105 -0.369 -0.079
N 1.2942 0.0359 -0.0878 -0.206 2.801 1.269
H 0.0424 -1.1650 -1.2786 -0.816 -0.287 1.069
P -0.1690 -1.0194 0.1804 0.056 0.178 -2.185
H -1.7546 0.0821 1.1386 -1.523 -0.760 3.212
```
Positions in Å, forces in eV/Å.

The value obtained for the total energy is -603.036077 hartree. The total charge is 0. The value obtained for the HOMO energy is -10.619 eV. As for the SMILES: NP[N+](=O)[O-]. For the molar mass, the calculation gives 94.01 g mol⁻¹. The value obtained for the energy relative to the best compared isomer or geometry (same formula, charge and spin) is 3.427 eV. The value obtained for the lowest unoccupied orbital energy is 0.39 eV.

=====

Record 2
Below is 2 unconnected molecules or ions with the total composition H3N2O2P at a distorted geometry, with properties calculated with the ωB97M-V functional and the def2-TZVPD basis.

Geometry as XYZ:
```
8
Properties=species:S:1:pos:R:3:forces:R:3
O -2.0586 -0.5160 -1.4292 -0.457 -0.398 -0.613
P -0.3934 0.9747 -0.0347 0.178 -0.233 -1.527
N 2.1697 -0.3245 0.4910 1.008 1.559 -5.221
H 0.0344 0.8386 -1.4677 -0.441 0.195 1.544
N -1.8482 -0.1045 -0.3220 -0.046 0.202 1.374
H 2.8578 0.2482 0.8768 1.756 1.194 0.889
O -2.5058 -0.3720 0.6936 0.544 0.260 -0.918
H 1.7440 -0.7444 1.1923 -2.542 -2.777 4.472
```
Positions in Å, forces in eV/Å.

The value obtained for the total energy is -602.892689 hartree. The total charge is 0. The value obtained for the HOMO energy (spin up / spin down) is -9.537 / -10.576 eV. The expectation value of S² is 2.0072. For the molar mass, the calculation gives 94.01 g mol⁻¹. The value obtained for the energy relative to the best compared isomer or geometry (same formula, charge and spin) is 4.120 eV. As for the multiplicity: 3. The value obtained for the lowest unoccupied orbital energy (spin up / spin down) is 0.32 / -2.68 eV.

=====

Record 3
Below is 3 unconnected molecules or ions with the total composition H3N2O4 at a distorted geometry, with properties calculated with the ωB97M-V functional and the def2-TZVPD basis.

Geometry as XYZ:
```
9
Properties=species:S:1:pos:R:3:forces:R:3
H -0.8268 -0.6249 -1.6348 -0.015 0.439 0.718
N 1.3864 -1.7329 -0.6586 -0.481 0.465 -0.022
O -0.7805 1.4872 1.8794 1.469 -2.205 0.395
N -0.7447 0.0452 -0.8356 -1.766 0.612 -1.768
O 1.0756 -0.5670 -0.2438 2.556 -1.487 0.912
H -1.3257 1.7876 1.1787 -0.731 0.537 -1.142
O -0.7121 1.2703 -1.0750 -0.277 -0.417 0.065
H -0.3612 0.6658 1.4587 -0.583 1.657 0.832
O 2.2891 -2.3314 -0.0689 -0.171 0.400 0.009
```
Positions in Å, forces in eV/Å.

The value obtained for the total energy is -412.093453 hartree. The total charge is -1. The value obtained for the HOMO energy (spin up / spin down) is -3.017 / -3.876 eV. The expectation value of S² is 2.0097. For the molar mass, the calculation gives 95.03 g mol⁻¹. The value obtained for the energy relative to the best compared isomer or geometry (same formula, charge and spin) is 0.000 eV. As for the multiplicity: 3. The value obtained for the lowest unoccupied orbital energy (spin up / spin down) is 4.40 / 3.52 eV.

=====

Record 4
Below is 2 unconnected molecules or ions with the total composition H3N2OP at a distorted geometry, with properties calculated with the ωB97M-V functional and the def2-TZVPD basis.

Geometry as XYZ:
```
7
Properties=species:S:1:pos:R:3:forces:R:3
N 1.8957 -0.3073 0.0841 3.044 -0.930 1.962
P -1.7858 -0.0717 -0.6521 -0.621 -0.452 -3.374
O -1.5784 0.3892 0.6977 0.099 0.334 2.661
H 2.4337 0.1008 0.9700 -1.730 0.048 -1.583
H 0.4552 1.1162 0.0042 1.668 -1.464 -0.137
N 0.9449 0.2102 -0.4148 -2.712 2.346 -0.151
H -2.3653 -1.4374 -0.6892 0.251 0.119 0.623
```
Positions in Å, forces in eV/Å.

The value obtained for the total energy is -527.784966 hartree. The total charge is 0. The value obtained for the HOMO energy is -8.950 eV. As for the SMILES: [H]/N=N\[H].O=P. For the molar mass, the calculation gives 78.01 g mol⁻¹. The value obtained for the energy relative to the best compared isomer or geometry (same formula, charge and spin) is 2.808 eV. The value obtained for the lowest unoccupied orbital energy is -0.61 eV.

=====

Record 5
Below is 2 unconnected molecules or ions with the total composition H3N2P at a distorted geometry, with properties calculated with the ωB97M-V functional and the def2-TZVPD basis.

Geometry as XYZ:
```
6
Properties=species:S:1:pos:R:3:forces:R:3
H -1.1804 1.5886 -0.1151 0.270 0.863 0.479
H 0.4717 -2.0813 -0.0675 -0.597 -0.253 0.161
N -0.8403 0.8978 0.5331 1.507 -3.152 -2.761
P 1.0154 -0.0240 -0.9280 -2.550 0.005 1.634
N 0.9128 -1.5440 -0.7889 0.892 1.323 -0.139
H -0.3792 1.1629 1.3665 0.477 1.214 0.625
```
Positions in Å, forces in eV/Å.

The value obtained for the total energy is -452.560552 hartree. The total charge is 0. The value obtained for the HOMO energy (spin up / spin down) is -8.545 / -8.550 eV. For the molar mass, the calculation gives 62.01 g mol⁻¹. The value obtained for the energy relative to the best compared isomer or geometry (same formula, charge and spin) is 2.660 eV. The value obtained for the lowest unoccupied orbital energy (spin up / spin down) is -0.86 / -0.86 eV.